(1)
# C26H14N6O9Ti

C26H14N6O9Ti as an isolated structure (ωB97M-V/def2-TZVPD, the Open Molecules 2025 dataset).

The geometry in ORCA input format:
```
! wB97M-V def2-TZVPD RIJCOSX def2/J DEFGRID3
* xyz -2 3
Ti 0.5928 -0.5306 -0.6934
N -1.4801 2.7527 2.0724
C -0.9580 2.0820 0.9945
N -0.6645 0.8435 1.0144
C -0.8995 0.0865 2.1401
N -0.4255 -1.1418 2.2058
N 0.3721 -1.4822 1.2077
C 0.9575 -2.6581 1.2803
C 1.9702 -2.9237 0.3431
C 2.7790 -4.0843 0.3648
C 3.8518 -4.1771 -0.4842
C 4.1197 -3.1098 -1.3539
C 3.2497 -2.0316 -1.3629
N 2.2021 -1.9237 -0.5604
C -1.6049 0.6713 3.2497
C -2.0161 -0.0528 4.3729
C -2.6146 0.5885 5.4431
C -2.8075 1.9578 5.4209
C -2.4271 2.6986 4.3002
C -1.8468 2.0616 3.2169
H -1.6637 3.7415 2.0117
H -0.7928 2.6516 0.0895
H 0.7110 -3.3535 2.0842
H 2.5456 -4.8806 1.0588
H 4.4912 -5.0516 -0.4753
H 4.9727 -3.1340 -2.0158
H 3.4153 -1.2024 -2.0446
H -1.8447 -1.1152 4.3774
H -2.9345 0.0184 6.3041
H -3.2594 2.4632 6.2637
H -2.5908 3.7691 4.2736
O 0.4716 -0.9887 -4.7451
C 0.6928 -0.6873 -3.5739
O 0.5786 -1.4341 -2.5496
C 1.2149 0.6895 -3.2090
C 1.3005 1.7820 -4.0423
C 1.7699 2.9980 -3.5261
C 2.1185 3.0511 -2.1810
C 1.9994 1.9125 -1.4015
N 1.5794 0.7356 -1.9128
C 2.1757 1.7872 0.0825
O 2.5809 2.7334 0.7666
O 1.8434 0.6243 0.5036
H 0.9765 1.6835 -5.0688
H 1.8216 3.8781 -4.1536
H 2.4674 3.9625 -1.7184
O -5.0647 -0.7477 -3.0801
C -4.0274 -0.6755 -2.4255
C -3.3940 -1.7898 -1.6401
O -3.9457 -2.8432 -1.3213
C -2.0525 -1.3074 -1.2899
C -1.9284 0.0495 -1.6948
O -0.8320 0.6676 -1.4703
C -3.1763 0.5420 -2.2561
O -3.4969 1.7108 -2.4973
O -1.0761 -1.8649 -0.6949
*
```

Values from the calculation:
orbital gap (spin up / spin down) = 0.1705 / 0.2196 Ha

(2)
# C26H15BrF8IMnN2S2

C26H15BrF8IMnN2S2 as an isolated structure (ωB97M-V/def2-TZVPD, the Open Molecules 2025 dataset).

The geometry in ORCA input format:
```
! wB97M-V def2-TZVPD RIJCOSX def2/J DEFGRID3
* xyz 0 5
Mn 11.8110 9.5924 14.6657
F 7.5003 14.5233 16.9401
C 8.3183 13.5020 16.9909
C 9.7299 13.6853 16.9753
F 10.3171 14.8772 16.9397
C 10.4961 12.5572 16.9653
F 11.8195 12.7256 16.7801
C 10.0358 11.2271 16.9704
S 11.0625 9.7996 16.9202
C 8.6503 11.1221 16.9924
F 7.9468 9.9976 16.8001
C 7.8311 12.2207 17.0297
F 6.4823 12.1792 16.9083
S 12.3508 9.7024 11.4022
C 11.1917 9.5486 10.0585
C 11.3446 8.5246 9.1341
C 10.4149 8.3634 8.1381
C 9.3685 9.2632 7.9678
C 9.2652 10.2968 8.8689
C 10.1095 10.4274 9.9584
H 12.1788 7.8720 9.3832
H 10.5585 7.6195 7.2852
H 8.5506 9.1216 7.2254
H 8.5382 11.0373 8.7342
H 10.0040 11.1819 10.6711
N 11.5842 13.4101 12.9053
C 12.0812 12.2481 13.3636
N 11.1824 11.4440 13.8600
C 9.9520 12.0131 13.5801
C 8.6222 11.5331 13.7521
C 7.6232 12.4921 13.5622
C 7.8950 13.8681 13.2095
C 9.1853 14.2218 12.8974
C 10.2051 13.2965 13.0028
H 12.1346 14.0714 12.3936
H 13.1109 11.9864 13.1929
H 8.4541 10.5328 14.1355
H 6.6430 12.1447 13.7572
H 7.0771 14.5678 13.1388
H 9.3881 15.2459 12.7276
Br 15.3185 6.6465 15.9680
C 16.1643 7.6209 14.5664
C 17.0594 6.9831 13.7095
C 17.5363 7.6939 12.6260
C 17.3150 9.0977 12.4343
C 16.5851 9.7607 13.3582
C 15.9631 8.9785 14.3863
I 14.6159 10.0582 15.5794
H 17.3787 5.9404 13.8609
H 18.1549 7.1354 11.8660
H 17.8810 9.6680 11.7470
H 16.4269 10.8577 13.4112
F 11.4163 7.4992 12.5421
C 11.4151 8.7973 12.7607
F 12.3753 7.9665 15.1447
F 10.1279 9.2778 12.5022
*
```

Values from the calculation:
orbital gap (spin up / spin down) = 0.2607 / 0.3042 Ha

(3)
# C26H15Cl2N8O11Tl

C26H15Cl2N8O11Tl as an isolated structure (ωB97M-V/def2-TZVPD, the Open Molecules 2025 dataset).

The geometry in ORCA input format:
```
! wB97M-V def2-TZVPD RIJCOSX def2/J DEFGRID3
* xyz -2 1
Tl -0.2718 -0.1997 -0.2813
Cl -4.0737 -5.9667 -0.8305
C -2.8506 -4.8605 -0.2621
C -3.0988 -3.5023 -0.3375
C -2.1594 -2.5863 0.1251
N -2.3105 -1.2023 -0.0254
C -3.5231 -0.6602 -0.1299
O -4.6227 -1.1837 0.0826
C -3.5427 0.7917 -0.5773
C -4.7704 1.4152 -0.7791
C -4.7807 2.7089 -1.2629
C -3.5717 3.3350 -1.5330
C -2.3983 2.6396 -1.2928
N -2.3872 1.3972 -0.8158
C -0.9422 -3.0480 0.6851
C -0.7074 -4.4234 0.7237
C -1.6575 -5.3159 0.2604
Cl -1.3137 -7.0227 0.3659
N -0.0372 -2.0711 1.0913
C 0.9760 -2.3917 1.9086
O 1.2010 -3.4858 2.4394
C 2.0089 -1.3347 2.2524
C 3.3465 -1.7319 2.1419
C 4.3376 -0.8574 2.5185
C 3.9750 0.3805 3.0442
C 2.6327 0.6751 3.1317
N 1.6557 -0.1495 2.7322
H -4.0303 -3.1542 -0.7486
H -5.6670 0.8529 -0.5650
H -5.7180 3.2219 -1.4430
H -3.5287 4.3392 -1.9322
H -1.4337 3.0818 -1.4969
H 0.2127 -4.7980 1.1344
H 3.5637 -2.7006 1.7215
H 5.3800 -1.1251 2.3983
H 4.7149 1.1029 3.3630
H 2.3112 1.6311 3.5395
O 3.6164 -1.9330 -0.8865
C 2.5749 -1.3605 -1.2029
O 1.9358 -0.5674 -0.4262
C 2.0653 -1.5505 -2.6335
C 3.0465 -1.8315 -3.5496
C 2.7580 -1.9676 -4.9105
C 1.4674 -1.8262 -5.3757
C 0.4604 -1.5869 -4.4654
C 0.6779 -1.4497 -3.0468
O -0.2968 -1.2791 -2.2608
N -0.8773 -1.4698 -5.0411
O -0.9514 -1.2044 -6.2403
O -1.8515 -1.6729 -4.3491
N 3.8149 -2.2545 -5.8494
O 3.5297 -2.3728 -7.0362
O 4.9602 -2.3471 -5.4310
H 4.0575 -1.9469 -3.1882
H 1.2395 -1.9132 -6.4252
N 0.0905 1.6922 1.0038
N 0.5674 2.7651 0.2216
C 0.9256 2.5181 -1.1686
O 1.5820 3.4197 -1.6759
O 0.4375 1.4816 -1.7006
H -0.7703 1.9508 1.4732
H 0.7538 1.3294 1.6862
H 1.2804 3.3104 0.6832
*
```

Values from the calculation:
orbital gap = 0.2489 Ha

(4)
# C26H17BF5N5O3RhSe

C26H17BF5N5O3RhSe as an isolated structure (ωB97M-V/def2-TZVPD, the Open Molecules 2025 dataset).

The geometry in ORCA input format:
```
! wB97M-V def2-TZVPD RIJCOSX def2/J DEFGRID3
* xyz 1 1
Rh -1.3402 0.6270 -0.8442
Se -0.9422 -1.2199 6.4672
N -1.0949 -2.1877 4.9839
C -1.1149 -1.3521 3.9814
C -1.2355 -1.7704 2.5877
C -1.3461 -3.0988 2.1673
C -1.4608 -3.3698 0.8205
C -1.4607 -2.3186 -0.0947
N -1.3469 -1.0606 0.3051
C -1.2427 -0.7794 1.6189
C -1.1520 0.6341 1.9622
N -1.1966 1.5037 0.9301
C -1.1289 2.8097 1.1478
C -1.0020 3.3117 2.4412
C -0.9562 2.4420 3.5096
C -1.0366 1.0667 3.2732
C -1.0143 0.0475 4.3190
N -0.9145 0.3261 5.5902
H -1.3462 -3.8903 2.9049
H -1.5562 -4.3835 0.4600
H -1.5571 -2.4769 -1.1611
H -1.1913 3.4451 0.2742
H -0.9475 4.3806 2.5854
H -0.8669 2.8005 4.5264
C 2.4633 2.8392 -6.4727
C 3.3248 2.0478 -5.5062
C 3.9428 0.8252 -6.1639
C 4.9116 0.1555 -5.2061
C 4.2380 -0.1369 -3.8932
C 4.7159 -1.1224 -3.0635
C 4.0718 -1.4151 -1.8625
F 4.5814 -2.3839 -1.0931
C 2.9407 -0.7655 -1.4691
C 2.4304 0.2444 -2.3002
C 1.2075 0.9163 -1.9373
O 0.6294 0.5671 -0.8279
C 0.7420 1.9175 -2.7783
C 1.4650 2.2270 -3.9142
N 2.5681 1.5991 -4.2935
C 3.0836 0.5746 -3.4998
C -0.4219 2.8266 -2.4852
O -0.3911 3.9529 -2.9317
O -1.4157 2.3529 -1.7917
H 3.0583 3.0355 -7.3634
H 2.1521 3.8057 -6.0807
H 1.5801 2.2742 -6.7755
H 4.1305 2.6863 -5.1310
H 4.4584 1.1420 -7.0696
H 3.1487 0.1351 -6.4629
H 5.7703 0.8119 -5.0368
H 5.3029 -0.7712 -5.6252
H 5.5929 -1.6945 -3.3389
H 2.4407 -1.0166 -0.5460
H 1.1200 3.0523 -4.5166
F -3.3359 0.4690 -1.3376
B -3.1699 -0.1061 -2.6922
F -3.7940 -1.2924 -2.7753
F -3.3825 0.7999 -3.6454
F -1.6387 -0.3888 -2.6133
*
```

Values from the calculation:
orbital gap = 0.2869 Ha

(5)
# C26H18Cl2CrNO2S6

C26H18Cl2CrNO2S6 as an isolated structure (ωB97M-V/def2-TZVPD, the Open Molecules 2025 dataset).

The geometry in ORCA input format:
```
! wB97M-V def2-TZVPD RIJCOSX def2/J DEFGRID3
* xyz 0 4
Cr 0.3919 0.2266 0.2531
S -5.4882 -1.3086 3.8198
C -4.1306 -0.7539 3.0847
S -2.5344 -1.0150 3.6880
C -1.6641 -0.1676 2.4314
C -2.4038 0.3283 1.4287
S -1.7526 1.1691 0.0401
S -4.1250 0.0654 1.5639
S 0.0820 -0.0287 2.5370
Cl -1.1024 -4.4046 -0.3652
C 0.5068 -3.8222 -0.1688
C 1.5777 -4.7420 -0.1070
C 2.8673 -4.3292 0.0314
Cl 4.1572 -5.4949 0.0868
C 3.1655 -2.9474 0.1225
C 4.4479 -2.3791 0.2417
C 4.5916 -1.0189 0.2992
C 3.4513 -0.2038 0.2652
N 2.2390 -0.7050 0.1713
C 2.0800 -2.0597 0.0789
C 0.7256 -2.4688 -0.0899
O -0.1988 -1.5400 -0.1780
H 1.3586 -5.7997 -0.1759
H 5.3142 -3.0274 0.2726
H 5.5685 -0.5623 0.3732
H 3.5313 0.8740 0.3170
O 1.2539 2.0624 0.1269
S 2.0274 3.2498 0.6837
C 1.1238 4.6971 0.0108
C 0.0458 5.2929 0.8607
C -1.1968 4.6741 0.9622
C -2.1662 5.1980 1.8062
C -1.9060 6.3482 2.5407
C -0.6718 6.9772 2.4300
C 0.3018 6.4473 1.5951
C 1.6757 3.3041 2.4534
C 2.8565 3.8476 3.2154
C 2.7516 5.0615 3.8830
C 3.8303 5.5678 4.5992
C 5.0241 4.8646 4.6467
C 5.1358 3.6473 3.9823
C 4.0584 3.1442 3.2721
H 0.7406 4.2643 -0.9152
H 1.9020 5.4202 -0.2338
H -1.3960 3.7602 0.4106
H -3.1246 4.7013 1.8904
H -2.6643 6.7559 3.1971
H -0.4680 7.8797 2.9927
H 1.2675 6.9354 1.5101
H 1.4416 2.2616 2.6881
H 0.7747 3.8929 2.6153
H 1.8140 5.6058 3.8539
H 3.7334 6.5107 5.1228
H 5.8651 5.2583 5.2036
H 6.0614 3.0874 4.0269
H 4.1424 2.1834 2.7719
*
```

Values from the calculation:
orbital gap (spin up / spin down) = 0.2085 / 0.2218 Ha

(6)
# C26H18CoF3N4O5S2

C26H18CoF3N4O5S2 as an isolated structure (ωB97M-V/def2-TZVPD, the Open Molecules 2025 dataset).

The geometry in ORCA input format:
```
! wB97M-V def2-TZVPD RIJCOSX def2/J DEFGRID3
* xyz -1 2
Co 1.7284 1.5946 -0.9005
C -4.7920 -3.6709 0.4362
O -3.5099 -3.6998 1.0279
C -3.2359 -2.7422 1.9615
C -4.2003 -1.9578 2.5785
C -3.8101 -1.0238 3.5313
C -2.4747 -0.8249 3.8462
C -1.5170 -1.6453 3.2408
C -1.8962 -2.5956 2.3176
N -2.2069 0.1036 4.9008
N -1.1903 0.8296 4.9249
C -0.3304 1.0102 3.8234
C 1.0223 1.0538 4.1271
C 2.0229 1.1236 3.1668
C 1.6944 1.2079 1.8063
O 2.5419 1.2855 0.8539
C 0.2814 1.2546 1.4843
N 0.0148 1.4011 0.1589
C -1.2285 1.5636 -0.2370
C -2.2875 1.6332 0.6832
C -2.0408 1.4608 2.0164
C -0.7238 1.2074 2.4640
H -4.7552 -4.3559 -0.4071
H -5.0387 -2.6676 0.0792
H -5.5659 -4.0049 1.1341
H -5.2489 -2.0751 2.3444
H -4.5516 -0.4239 4.0447
H -0.4707 -1.5415 3.4945
H -1.1604 -3.2303 1.8413
H 1.2844 0.9827 5.1770
H 3.0677 1.1314 3.4462
H -1.3894 1.6279 -1.3043
H -3.2890 1.8247 0.3230
H -2.8467 1.5386 2.7327
S 5.5340 0.9824 -3.0181
C 5.4693 2.6511 -2.6359
C 4.3302 2.9790 -1.9617
C 3.4573 1.8740 -1.7224
C 4.0026 0.7336 -2.2477
C 3.2916 -0.5296 -2.1912
C 3.7546 -1.7408 -2.7065
C 2.9528 -2.8603 -2.6139
C 1.7067 -2.7618 -2.0087
C 1.3237 -1.5271 -1.5153
N 2.0894 -0.4462 -1.5948
H 6.2777 3.3020 -2.9314
H 4.1247 3.9927 -1.6425
H 4.7256 -1.7862 -3.1818
H 3.2920 -3.8062 -3.0185
H 1.0432 -3.6113 -1.9293
H 0.3561 -1.3849 -1.0473
F -1.2084 2.0087 -5.6750
C -0.6262 2.6251 -4.6388
F 0.1845 3.5678 -5.1263
F -1.5922 3.2379 -3.9383
S 0.2872 1.4121 -3.5997
O 1.2920 0.8846 -4.4763
O -0.7427 0.5040 -3.1515
O 0.7773 2.3242 -2.5455
*
```

Values from the calculation:
orbital gap (spin up / spin down) = 0.2547 / 0.2540 Ha

Q: Which total energy values were calculated for the entries above? A: -77678.15722, -183058.38993, -91386.47939, -123452.48632, -151319.34348, -110903.95404, in eV.
Q: Which max |F| values were calculated for the entries above? A: 3.18, 3.04, 0.91, 0.88, 0.83, 0.43, in eV/Å.